# 1
The following is a quantum chemistry calculation of C37H36N9O2W as an isolated structure, from the OMol25 dataset.

The geometry in ORCA input format:
```
! RIJCOSX wB97M-V def2-TZVPD def2/J DEFGRID3
* xyz 1 3
W 0.40 -0.49 0.16
C -5.26 3.23 -0.95
C -3.86 2.71 -1.09
C -3.41 2.14 -2.28
C -2.15 1.59 -2.39
C -1.25 1.60 -1.32
N 0.00 0.96 -1.36
C 0.79 1.32 -2.47
C 0.62 2.57 -3.09
C 1.35 2.96 -4.18
C 2.35 2.15 -4.72
C 3.20 2.60 -5.87
C 2.58 0.94 -4.08
C 1.80 0.53 -3.00
N 2.15 -0.72 -2.41
C 2.76 -1.77 -2.99
C 3.22 -2.60 -1.99
C 2.85 -1.98 -0.81
N 2.20 -0.84 -1.06
C -1.69 2.23 -0.16
C -2.98 2.74 -0.02
N -0.79 2.39 0.94
C -0.72 3.46 1.75
C 0.31 3.26 2.63
C 0.83 2.01 2.29
N 0.16 1.49 1.26
H -5.63 3.60 -1.91
H -5.32 4.04 -0.23
H -5.95 2.44 -0.63
H -4.08 2.11 -3.14
H -1.83 1.14 -3.32
H -0.13 3.25 -2.70
H 1.16 3.93 -4.62
H 2.64 3.23 -6.56
H 3.59 1.75 -6.44
H 4.06 3.18 -5.53
H 3.39 0.31 -4.42
H 2.84 -1.83 -4.06
H 3.75 -3.53 -2.11
H 2.99 -2.30 0.21
H -3.29 3.16 0.93
H -1.39 4.30 1.61
H 0.66 3.93 3.40
H 1.66 1.48 2.73
C -1.72 -3.36 -2.08
C -1.37 -2.53 -0.86
O -0.11 -1.92 -1.08
C -1.34 -3.35 0.39
C -0.61 -3.08 1.49
C -0.67 -3.97 2.70
N 0.27 -1.98 1.54
N 1.09 -2.01 2.64
C 1.99 -1.09 2.50
O 1.95 -0.34 1.43
C 3.02 -0.82 3.52
C 2.93 -1.43 4.77
C 3.89 -1.17 5.73
C 4.94 -0.31 5.45
C 5.03 0.30 4.21
C 4.07 0.04 3.24
H -1.82 -2.72 -2.96
H -2.64 -3.92 -1.94
H -0.92 -4.07 -2.28
H -1.94 -4.25 0.41
H -1.41 -4.76 2.53
H -0.94 -3.41 3.59
H 0.30 -4.43 2.90
H 2.11 -2.11 4.98
H 3.82 -1.65 6.70
H 5.69 -0.11 6.21
H 5.85 0.97 3.99
H 4.13 0.51 2.27
N -1.91 -0.01 2.69
C -2.45 -0.52 1.56
C -3.84 -0.91 1.65
C -4.48 -1.44 0.55
C -3.77 -1.64 -0.61
C -2.33 -1.32 -0.69
N -1.77 -0.59 0.44
H -2.42 -0.13 3.55
H -0.91 0.08 2.77
H -4.35 -0.77 2.59
H -5.53 -1.70 0.60
H -4.25 -2.04 -1.49
H -2.15 -0.73 -1.60
*
```

Results
Highest occupied orbital energy (alpha / beta), Eh: -0.350 / -0.358


# 2
The following is a quantum chemistry calculation of C37H37BrF6N7O6PSY as an isolated structure, from the OMol25 dataset.

The geometry in ORCA input format:
```
! RIJCOSX wB97M-V def2-TZVPD def2/J DEFGRID3
* xyz 2 2
Y 0.01 -0.49 -0.38
O -1.13 1.46 3.47
C -0.71 0.57 2.59
O 0.19 0.75 1.80
C -1.40 -0.76 2.68
C -2.27 -1.14 3.69
C -2.71 -2.45 3.69
C -2.27 -3.33 2.71
C -1.42 -2.84 1.72
N -1.02 -1.58 1.70
C -0.75 -3.66 0.64
O -1.26 -4.84 0.32
O 0.23 -3.23 0.09
H -0.61 2.28 3.37
H -2.56 -0.44 4.46
H -3.38 -2.80 4.47
H -2.56 -4.37 2.74
H -2.05 -5.06 0.83
Br -2.17 -4.07 -6.88
C -1.96 -3.39 -5.18
C -3.09 -3.17 -4.36
C -2.92 -2.67 -3.11
C -1.62 -2.34 -2.59
O -1.54 -1.88 -1.43
C -0.47 -2.57 -3.45
C 0.92 -2.33 -3.06
N 1.34 -1.65 -2.06
C 2.75 -1.51 -1.91
C 3.66 -1.56 -2.93
C 5.04 -1.52 -2.67
C 5.50 -1.45 -1.39
C 4.59 -1.33 -0.31
C 5.00 -1.22 1.03
C 4.06 -1.06 2.01
C 2.71 -0.95 1.64
N 2.28 -1.06 0.40
C 3.21 -1.30 -0.58
C -0.67 -3.10 -4.70
H -4.07 -3.41 -4.75
H -3.77 -2.50 -2.46
H 1.65 -2.80 -3.73
H 3.32 -1.61 -3.96
H 5.74 -1.57 -3.50
H 6.56 -1.45 -1.18
H 6.05 -1.27 1.27
H 4.34 -0.97 3.05
H 1.96 -0.73 2.39
H 0.18 -3.30 -5.34
F 1.13 1.14 -1.59
P 0.28 1.64 -3.02
F -0.59 1.98 -4.28
F 1.14 0.55 -3.82
F -0.77 0.40 -2.59
F -0.57 2.60 -2.07
F 1.37 2.75 -3.25
C 3.32 2.49 2.03
N 2.68 2.32 0.71
C 3.73 2.45 -0.31
N 4.43 3.73 -0.23
C 5.02 3.86 1.11
N 4.00 3.77 2.16
C 3.03 4.84 1.94
N 2.39 4.74 0.63
C 1.74 3.44 0.53
C 3.44 4.80 -0.40
H 4.04 1.69 2.17
H 2.55 2.41 2.80
H 3.29 2.36 -1.30
H 4.46 1.65 -0.17
H 5.53 4.82 1.18
H 5.75 3.06 1.25
H 3.53 5.80 2.02
H 2.26 4.79 2.72
H 1.26 3.35 -0.45
H 0.97 3.37 1.31
H 3.94 5.77 -0.33
H 2.98 4.71 -1.38
C -6.97 -1.67 3.15
C -5.98 -0.86 2.37
C -5.20 -1.44 1.36
C -4.31 -0.69 0.62
C -4.20 0.68 0.88
C -4.94 1.28 1.88
C -5.83 0.51 2.62
S -3.04 1.67 -0.01
C -3.67 1.53 -1.67
O -1.76 0.84 0.00
H -7.96 -1.59 2.69
H -7.05 -1.33 4.17
H -6.70 -2.73 3.15
H -5.31 -2.50 1.16
H -3.70 -1.15 -0.15
H -4.84 2.33 2.09
H -6.42 0.97 3.40
H -3.75 0.48 -1.94
H -2.96 2.05 -2.32
H -4.64 2.03 -1.69
*
```

Results
Highest occupied orbital energy (alpha / beta), Eh: -0.444 / -0.444


The calculation returns the following energy relative to the best compared isomer or geometry (same formula, charge and spin) values, one per record and in order: 1.7530; 0.7005 eV.
The calculation returns the following F_max values, one per record and in order: 0.56; 0.32 eV Å⁻¹.